# C35H27BF2LuN4O6P2S2

A molecular structure, C35H27BF2LuN4O6P2S2 at a distorted geometry (the ωB97M-V functional and the def2-TZVPD basis, OMol25).

Each line ends with the Löwdin charge.
Cartesian coordinates (Å):
Lu -0.60 1.11 -1.72  1.418
S -1.88 -1.57 -2.80  0.266
S -0.19 1.51 1.24  0.325
P -0.65 -2.12 -1.29  0.382
P 0.49 -0.37 0.90  0.402
F 0.22 2.56 -4.28  0.074
F -1.64 1.48 -3.71  -0.191
O 1.05 2.57 -1.41  -0.144
O -1.04 3.27 -1.40  -0.130
O 4.51 5.59 0.28  0.090
O -0.06 9.52 -1.06  0.075
O -1.65 8.21 -1.67  0.088
O 4.17 7.71 0.30  0.074
N 3.81 6.57 0.15  -0.348
N -0.53 8.43 -1.27  -0.350
N -3.91 0.56 -1.61  -0.035
N -2.91 0.93 -0.81  -0.069
C -1.41 -2.63 4.49  -0.101
C -0.93 -4.06 0.70  -0.093
C -0.03 -2.65 4.33  -0.092
C 0.20 3.49 -1.31  -0.674
C 0.68 4.88 -1.06  -0.068
C 2.41 6.35 -0.37  -0.095
C 0.55 -2.00 3.24  -0.081
C -1.60 -3.15 -0.12  -0.343
C 0.24 -0.86 -0.66  -0.681
C -5.11 0.82 -1.08  -0.102
C -1.61 -1.32 2.48  -0.114
C -2.19 -1.95 3.56  -0.088
C 0.44 -3.42 -1.99  -0.345
C -0.15 5.97 -1.28  0.089
C 1.81 -3.21 -2.06  -0.087
C 2.29 -0.42 1.25  -0.328
C 1.98 5.07 -0.60  0.093
C 2.11 -5.37 -3.08  -0.106
C -3.68 -3.89 0.86  -0.093
C 4.38 0.70 1.74  -0.086
C -4.89 1.42 0.14  -0.064
C 2.64 -4.19 -2.60  -0.089
C -3.49 1.47 0.26  -0.168
C 0.73 -5.59 -3.02  -0.093
C 3.00 -1.61 1.07  -0.116
C -0.22 -1.34 2.30  -0.324
C -0.09 -4.61 -2.48  -0.101
C -3.00 -4.79 1.67  -0.102
C -1.62 -4.87 1.59  -0.084
C 5.07 -0.49 1.58  -0.101
C 3.00 0.73 1.58  -0.097
C 1.63 7.47 -0.57  0.074
C -2.99 -3.07 -0.02  -0.109
C 0.36 7.23 -1.03  -0.099
C 4.38 -1.65 1.24  -0.090
B -0.21 1.30 -4.08  -0.529
H 4.91 -2.58 1.10  0.097
H -1.16 -4.78 -2.45  0.105
H 2.20 -2.27 -1.69  0.087
H -3.51 -2.38 -0.67  0.067
H 0.59 -3.16 5.05  0.096
H 2.48 -2.51 0.77  0.099
H 2.44 1.65 1.71  0.054
H -5.62 1.77 0.84  0.087
H 2.76 -6.13 -3.50  0.092
H 4.91 1.61 1.98  0.098
H 2.63 4.22 -0.44  0.139
H -6.02 0.54 -1.60  0.112
H 0.31 -6.51 -3.40  0.095
H 6.15 -0.52 1.70  0.094
H -2.23 -0.78 1.78  0.090
H -1.16 5.82 -1.62  0.138
H -1.87 -3.13 5.34  0.095
H 3.71 -4.01 -2.65  0.097
H 1.99 8.47 -0.39  0.129
H -3.64 -0.01 -2.41  0.038
H -1.07 -5.56 2.23  0.102
H 1.63 -2.02 3.14  0.089
H -3.55 -5.42 2.37  0.097
H -4.76 -3.82 0.92  0.097
H 0.15 -4.14 0.64  0.111
H -2.85 1.85 1.04  0.051
H -3.27 -1.93 3.68  0.103

Calculated values
E_LUMO	0.041	hartree
energy above the lowest of the compared OMol25 structures with the same formula, charge and spin	36.5	kcal per mole
HOMO energy	-0.17551	hartree
electronic energy	-4959.7535	Eh
net charge	-1


# C35H27N6O6PPt

A molecular structure, C35H27N6O6PPt at a distorted geometry (the ωB97M-V functional and the def2-TZVPD basis, OMol25).

Each line ends with the Löwdin charge.
Cartesian coordinates (Å):
Pt 1.07 -0.51 0.83  0.971
P -0.66 0.64 -1.64  0.709
O -0.65 -1.93 0.25  -0.182
O -2.14 -3.60 0.49  0.023
O -4.51 -3.50 4.95  0.069
O -1.44 2.20 2.44  0.091
O -4.55 -1.67 6.07  0.055
O -2.45 2.26 4.33  0.049
N 1.64 -1.68 2.36  -0.013
N -2.03 1.67 3.35  -0.341
N 2.29 -5.70 4.19  0.086
N -4.20 -2.34 5.12  -0.355
N 0.44 0.72 -0.60  -0.406
N 3.12 -2.04 6.53  0.084
C -0.80 2.27 -2.47  -0.272
C -0.45 -0.53 -3.04  -0.267
C 2.84 0.18 0.59  -0.264
C 0.31 3.10 -2.40  -0.072
C -1.01 -0.37 -4.31  -0.087
C 2.29 -4.54 4.25  -0.276
C -4.23 1.06 0.29  -0.097
C 5.33 2.57 -0.08  -0.073
C -3.05 -0.36 4.25  0.076
C -0.77 -1.29 -5.31  -0.108
C -1.83 -0.49 2.16  0.035
C 1.94 -2.34 3.26  -0.149
C -2.29 0.23 3.25  -0.106
C 0.03 -2.40 -5.06  -0.112
C 0.30 4.35 -3.01  -0.093
C -1.94 2.72 -3.14  -0.107
C 2.31 -3.13 4.35  -0.296
C -0.83 4.78 -3.69  -0.114
C -2.15 -1.83 2.05  -0.091
C -4.87 -0.16 0.09  -0.097
C 0.36 -1.64 -2.80  -0.071
C -3.36 -1.70 4.09  -0.119
C -1.95 3.97 -3.75  -0.103
C -2.93 -2.45 3.00  0.087
C 5.85 0.41 -1.22  -0.074
C -3.00 1.30 -0.30  -0.109
C -1.60 -2.55 0.83  -0.640
C -2.40 0.34 -1.11  -0.281
C 2.75 -2.53 5.54  -0.278
C 6.27 0.66 1.23  -0.072
C 0.59 -2.57 -3.80  -0.079
C -4.27 -1.13 -0.70  -0.081
C -3.04 -0.88 -1.30  -0.078
C 5.33 1.05 0.08  -0.652
C 3.97 0.58 0.36  -0.163
H 4.66 2.87 -0.90  0.077
H 5.85 -0.68 -1.13  0.080
H 6.28 -0.42 1.37  0.081
H 4.97 3.05 0.83  0.080
H -4.74 -2.10 -0.82  0.105
H -2.82 2.09 -3.17  0.102
H -2.56 -1.66 -1.88  0.112
H -1.62 0.50 -4.52  0.088
H -5.82 -0.36 0.58  0.094
H -2.84 4.31 -4.26  0.091
H -2.48 2.24 -0.12  0.108
H 0.21 -3.13 -5.84  0.089
H -1.28 -0.06 1.33  0.065
H 7.29 1.00 1.03  0.070
H 1.17 2.74 -1.83  0.094
H 1.20 -3.44 -3.59  0.100
H 5.20 0.67 -2.06  0.080
H -3.20 -3.49 2.88  0.132
H 5.92 1.12 2.16  0.081
H 0.79 -1.77 -1.81  0.077
H 6.86 0.75 -1.44  0.070
H -4.68 1.82 0.92  0.100
H -0.84 5.76 -4.16  0.089
H 6.33 2.94 -0.31  0.070
H -1.20 -1.15 -6.29  0.089
H 1.17 4.99 -2.94  0.094
H -3.40 0.20 5.10  0.124

Calculated values
E_LUMO	0.129	hartree
energy above the lowest of the compared OMol25 structures with the same formula, charge and spin	0.0	kcal per mole
HOMO energy	-0.08878	hartree
electronic energy	-2590.4576	Eh
net charge	-2